#w
Here is the ion C4H7N4 with charge +1 from OMol25. Energies are from ωB97M-V/def2-TZVPD.

Results
Orbital gap (eV): 7.774
Structure (SMILES): [NH+]#C/C=N\C=C(N)N
Spin multiplicity: 1
Net charge: +1

Cartesian coordinates (Å):
C -1.94 -0.23 -0.12
C -3.23 0.22 -0.07
C 1.78 0.06 0.08
C 0.43 0.74 -0.16
N -0.63 0.02 -0.09
N -4.42 0.19 0.09
N 2.82 0.93 0.03
N 1.89 -1.26 0.11
H -2.19 -1.28 -0.19
H 0.62 1.84 -0.19
H -5.36 -0.13 0.42
H 2.52 1.82 0.13
H 3.80 0.69 -0.23
H 1.11 -1.83 0.16
H 2.80 -1.79 0.03

Mulliken atomic charge list, values in e, 8 entries:
1. C -0.0377
2. C 0.2086
3. C 0.7076
4. C -0.2679
5. N -0.3407
6. N -0.2822
7. N -0.3716
8. N -0.3229


#x
Here is a cluster of 2 separate species, C4H7N4 in total from OMol25. Energies are from ωB97M-V/def2-TZVPD.

Results
Orbital gap (alpha / beta) (eV): 5.585 / 5.581
Spin multiplicity: 1
Net charge: +1

Cartesian coordinates (Å):
C 2.43 1.02 0.40
C 2.32 -0.30 -0.13
C -1.70 -0.18 0.00
C 1.17 0.13 0.91
N 1.08 1.35 0.43
N 2.73 -1.20 -0.80
N -1.63 0.26 -1.20
N -2.88 -0.40 0.52
H 3.22 1.55 0.98
H 0.88 -0.28 1.82
H 2.39 -2.04 -0.96
H -0.74 0.42 -1.67
H -2.48 0.51 -1.74
H -3.01 -0.85 1.39
H -3.78 0.02 0.06

Mulliken atomic charge list, values in e, 8 entries:
1. C -0.2923
2. C 0.6912
3. C -0.1397
4. C -0.0178
5. N -0.1273
6. N -0.3989
7. N -0.2159
8. N -0.2882


#y
Here is the ion C4H7N4 with charge +1 from OMol25. Energies are from ωB97M-V/def2-TZVPD.

Results
Orbital gap (eV): 10.703
Structure (SMILES): [H]/N=C/NC(=[NH2+])CC#N
Spin multiplicity: 1
Net charge: +1

Cartesian coordinates (Å):
C 0.54 1.74 0.49
C 0.78 -0.07 -1.50
C 0.06 0.66 1.22
C -0.63 -0.44 0.42
N 1.13 2.49 -0.13
N 1.84 -0.72 -1.48
N -0.28 -0.75 -0.82
N -1.78 -1.03 0.94
H 0.63 1.00 -1.80
H 0.93 0.31 1.74
H -0.60 0.87 2.13
H 2.61 -0.14 -1.82
H -0.84 -1.43 -1.42
H -2.08 -1.84 0.37
H -2.32 -0.66 1.67

Mulliken atomic charge list, values in e, 8 entries:
1. C 0.2445
2. C -0.2317
3. C -0.5743
4. C 0.7581
5. N -0.3543
6. N -0.5098
7. N -0.2119
8. N -0.3786


#z
Here is the ion C4H7N4 with charge +1 from OMol25. Energies are from ωB97M-V/def2-TZVPD.

Results
Orbital gap (alpha / beta) (eV): 8.266 / 8.265
Spin multiplicity: 1
Net charge: +1

Cartesian coordinates (Å):
C -2.35 1.29 -0.89
C -1.25 -0.72 0.54
C -0.46 0.01 -0.16
C 1.98 -0.13 0.32
N -3.08 0.66 -0.15
N -2.66 -0.40 0.55
N 3.25 0.11 -0.01
N 0.90 -0.10 -0.45
H -2.39 2.11 -1.64
H -1.20 -1.70 1.12
H 1.93 -0.27 1.43
H -3.29 -0.99 1.04
H 3.84 -0.05 0.72
H 3.66 0.25 -0.98
H 1.13 -0.06 -1.44

Mulliken atomic charge list, values in e, 8 entries:
1. C 0.0823
2. C 0.0286
3. C -0.6223
4. C 0.3107
5. N -0.3274
6. N 0.0513
7. N -0.3315
8. N -0.1287


Of them, #x has the lowest stability.


#w
Here is a cluster of 2 separate species, C3H11N2 in total from OMol25. Energies are from ωB97M-V/def2-TZVPD.

Results
Orbital gap (eV): 10.664
Spin multiplicity: 1
Net charge: +1

Cartesian coordinates (Å):
C -2.17 1.62 0.46
N -1.31 0.82 -0.48
H -2.71 2.36 -0.12
H -2.86 1.00 1.00
H -1.54 2.29 1.05
H -0.33 1.11 -0.53
H -1.68 0.87 -1.44
H -1.23 -0.14 -0.15
C 2.28 -0.89 -0.78
C 0.95 -1.59 0.99
N 1.00 -0.89 -0.06
H 2.11 -1.47 -1.68
H 3.08 -1.34 -0.19
H 2.58 0.12 -1.02
H 0.02 -1.75 1.55
H 1.81 -2.12 1.38

Mulliken atomic charge list, values in e, 8 entries:
1. C -0.7756
2. N -0.2925
3. H 0.3537
4. H 0.3318
5. H 0.3122
6. H 0.3477
7. H 0.3615
8. H 0.3582


#x
Here is a cluster of 2 separate species, C3H11N2 in total from OMol25. Energies are from ωB97M-V/def2-TZVPD.

Results
Orbital gap (eV): 11.345
Spin multiplicity: 1
Net charge: +1

Cartesian coordinates (Å):
C 0.55 -2.78 1.27
N -0.36 -1.89 1.11
H 1.51 -2.70 0.75
H 0.57 -3.33 2.19
H -1.22 -2.27 1.53
H -1.31 -0.29 0.33
C 0.91 1.83 -1.12
C -0.41 1.15 -1.24
N -0.91 0.65 0.18
H 0.81 2.91 -1.20
H 1.34 1.59 -0.14
H 1.65 1.47 -1.84
H -1.32 1.56 -1.64
H -0.22 0.10 -1.56
H -0.11 0.57 0.81
H -1.48 1.42 0.56

Mulliken atomic charge list, values in e, 8 entries:
1. C -0.2555
2. N -0.5030
3. H 0.2616
4. H 0.2435
5. H 0.1925
6. H 0.4150
7. C -0.9916
8. C -0.2413


Of them, #x has the lowest stability.


#w
Here is the ion C3H11N2 with charge +1 from OMol25. Energies are from ωB97M-V/def2-TZVPD.

Results
Orbital gap (eV): 9.786
Structure (SMILES): NCCC[NH3+]
Spin multiplicity: 1
Net charge: +1

Cartesian coordinates (Å):
C -0.67 0.11 -1.13
C 0.73 0.35 -0.62
C 1.11 0.04 0.82
N 0.77 -1.34 1.21
N -1.65 0.53 -0.06
H -0.90 -0.89 -1.50
H -0.90 0.81 -1.93
H 0.98 1.43 -0.78
H 1.44 -0.11 -1.34
H 2.13 0.24 1.15
H 0.43 0.75 1.31
H 0.75 -1.98 0.43
H 1.44 -1.70 1.88
H -1.71 1.55 0.00
H -2.59 0.17 -0.24
H -1.36 0.05 0.81

Mulliken atomic charge list, values in e, 8 entries:
1. C -0.5372
2. C -0.5111
3. C -0.7883
4. N -0.4896
5. N -0.3024
6. H 0.3707
7. H 0.3691
8. H 0.3490


#x
Here is a cluster of 2 separate species, C3H11N2 in total from OMol25. Energies are from ωB97M-V/def2-TZVPD.

Results
Orbital gap (eV): 10.028
Spin multiplicity: 1
Net charge: +1

Cartesian coordinates (Å):
C 2.03 0.75 -1.79
N 0.55 0.45 -1.69
H 2.47 -0.07 -2.32
H 2.48 0.91 -0.81
H 2.07 1.65 -2.39
H 0.12 0.30 -0.75
H 0.01 1.23 -2.06
H 0.26 -0.35 -2.27
C -1.71 -1.28 1.93
C -0.99 -0.76 0.96
N -0.30 0.52 1.09
H -1.74 -0.71 2.86
H -2.22 -2.23 1.94
H -0.69 -1.40 0.13
H -0.85 1.06 1.76
H 0.56 0.33 1.59

Mulliken atomic charge list, values in e, 8 entries:
1. C -0.7126
2. N -0.2029
3. H 0.3357
4. H 0.2730
5. H 0.3248
6. H 0.2410
7. H 0.4106
8. H 0.4300


#y
Here is a cluster of 2 separate species, C3H11N2 in total from OMol25. Energies are from ωB97M-V/def2-TZVPD.

Results
Orbital gap (eV): 10.466
Spin multiplicity: 1
Net charge: +1

Cartesian coordinates (Å):
C -2.97 -0.10 -0.61
C -2.38 -0.07 0.79
H -2.51 -0.89 -1.21
H -4.04 -0.30 -0.68
H -2.69 0.82 -1.13
H -2.45 -1.01 1.34
H -2.79 0.70 1.44
H -1.30 0.11 0.67
N 2.92 -0.93 -0.60
C 2.23 -0.03 0.04
N 2.63 1.18 0.32
H 3.79 -0.73 -1.09
H 2.61 -1.87 -0.74
H 1.22 -0.25 0.37
H 2.19 1.79 1.00
H 3.54 1.56 0.08

Mulliken atomic charge list, values in e, 8 entries:
1. C -0.8507
2. C -0.4535
3. H 0.2639
4. H 0.2994
5. H 0.2709
6. H 0.3057
7. H 0.2952
8. H -0.1131


Of them, #x has the lowest stability.